(1)
86
Properties=species:S:1:pos:R:3:forces:R:3 method="wB97M-V/def2-TZVPD" relative_energy_ev=0.211 multiplicity=2 e_lumo_ev="-10.28 / -9.75" charge=+3 fmax_ev_per_a=0.6
V -0.20849 -0.40559 -0.49492 -0.463 0.163 0.285
C -2.07218 -1.49125 2.34251 -0.090 0.092 -0.029
C -2.72957 -2.28768 1.21601 -0.010 -0.023 0.032
P -2.37121 -1.54298 -0.40131 0.249 -0.277 -0.112
C -3.13603 -2.45088 -1.72889 0.026 -0.012 -0.011
C -2.58429 -3.68737 -2.07983 -0.001 0.025 -0.001
C -3.18708 -4.44654 -3.06627 -0.016 0.012 -0.004
C -4.32527 -3.96833 -3.70699 0.017 -0.025 -0.005
C -4.86585 -2.73639 -3.36506 -0.007 0.033 0.014
C -4.27545 -1.96854 -2.37332 -0.021 -0.027 -0.001
C -2.89460 0.17141 -0.41469 0.038 0.009 -0.010
C -2.24271 0.94305 -1.39133 -0.021 -0.088 -0.019
C -2.51015 2.30347 -1.50919 -0.001 0.029 0.003
C -3.41024 2.89217 -0.63320 0.039 0.014 -0.049
C -4.04818 2.13437 0.34702 -0.003 -0.049 0.003
C -3.78869 0.77802 0.46756 -0.032 0.052 0.026
P -0.42805 -0.80055 1.91998 0.241 -0.150 -0.018
C 0.83002 -2.01432 2.34871 -0.013 0.087 0.108
C 2.16908 -1.61421 2.37214 0.002 -0.072 0.006
C 3.15758 -2.53733 2.66409 -0.003 0.030 -0.003
C 2.81917 -3.86314 2.91680 -0.005 -0.024 0.011
C 1.49150 -4.26343 2.89170 0.018 0.006 0.011
C 0.49298 -3.33965 2.61357 -0.014 0.008 -0.022
C -0.22816 0.68728 2.89793 -0.014 -0.024 0.038
C 0.48844 0.67979 4.09425 -0.019 0.016 -0.020
C 0.57109 1.84568 4.84357 -0.003 -0.007 -0.004
C -0.06047 3.00229 4.40633 -0.003 0.000 0.007
C -0.78315 3.00650 3.21718 0.007 0.015 0.006
C -0.86644 1.85179 2.45952 0.012 -0.005 -0.011
H -1.96132 -2.09078 3.24848 0.000 0.021 0.009
H -2.67307 -0.62217 2.61714 0.010 -0.040 -0.023
H -3.80992 -2.37393 1.35269 0.007 -0.007 0.014
H -2.33556 -3.30556 1.15932 -0.044 -0.008 -0.002
H -1.69397 -4.05798 -1.58280 0.001 0.000 0.002
H -2.77323 -5.40739 -3.33881 0.000 -0.007 -0.005
H -4.79409 -4.56290 -4.47934 -0.002 -0.004 -0.003
H -5.75283 -2.37499 -3.86675 -0.004 0.000 -0.004
H -4.70693 -1.01264 -2.10304 0.006 0.003 0.003
H -1.65524 0.44464 -2.18158 0.011 0.061 0.050
H -2.04485 2.88533 -2.29242 0.012 -0.009 0.000
H -3.63382 3.94660 -0.72623 -0.010 0.004 0.009
H -4.76565 2.60309 1.00746 -0.006 0.006 0.001
H -4.31294 0.19405 1.21395 0.006 0.005 -0.009
H 2.43898 -0.58093 2.18923 0.017 0.068 -0.027
H 4.19212 -2.22347 2.71152 -0.002 -0.002 -0.003
H 3.59258 -4.58161 3.15321 0.006 -0.001 -0.005
H 1.22983 -5.28963 3.11103 -0.008 -0.002 -0.002
H -0.53972 -3.66257 2.62932 -0.001 -0.027 -0.013
H 0.97331 -0.22339 4.44174 0.001 0.007 0.014
H 1.11943 1.84615 5.77584 0.004 -0.001 0.003
H 0.00375 3.90530 4.99856 0.000 0.007 0.002
H -1.27503 3.91174 2.88739 -0.005 0.001 -0.006
H -1.42179 1.85760 1.52517 0.017 0.013 0.030
C 4.41252 3.95202 1.22062 0.007 0.010 0.036
C 4.39246 3.79322 -0.15965 -0.020 -0.014 -0.043
C 3.41077 3.01906 -0.75378 0.016 0.005 0.033
C 2.44735 2.39893 0.05284 -0.002 -0.065 0.108
C 2.46780 2.55879 1.44278 0.035 0.016 -0.044
C 3.45561 3.33734 2.01981 0.004 0.017 -0.016
P 1.24533 1.33889 -0.70934 0.205 0.388 -0.290
C 0.95003 1.83829 -2.41432 0.069 0.035 -0.019
C 0.87232 0.89823 -3.44760 0.020 0.031 -0.019
C 0.50569 1.30651 -4.72457 0.003 -0.009 0.033
C 0.23112 2.64277 -4.97383 -0.009 0.015 -0.012
C 0.31860 3.58156 -3.94977 0.000 0.013 0.006
C 0.66366 3.18521 -2.66946 0.040 -0.050 0.039
C 1.95008 -0.39697 -0.88489 -0.270 -0.153 0.023
C 3.33889 -0.51942 -1.04286 0.059 0.038 0.001
C 3.89835 -1.77342 -1.17101 0.017 0.030 0.001
C 3.11439 -2.93802 -1.14432 -0.052 -0.035 0.002
C 1.75059 -2.85418 -0.98467 0.003 -0.031 0.017
C 1.17879 -1.58708 -0.85892 0.008 -0.107 -0.100
H 5.17888 4.56513 1.67592 0.003 -0.002 0.006
H 5.14112 4.27471 -0.77350 0.001 0.008 -0.004
H 3.39750 2.89775 -1.82904 -0.022 0.011 -0.029
H 1.71445 2.09700 2.06493 -0.022 -0.042 0.009
H 3.47648 3.47442 3.09229 -0.004 -0.003 0.005
H 1.14233 -0.13920 -3.28623 -0.008 0.004 -0.007
H 0.46090 0.58464 -5.52862 0.007 -0.011 0.002
H -0.03619 2.96020 -5.97274 0.001 0.003 -0.004
H 0.12389 4.62597 -4.15391 -0.003 0.002 -0.004
H 0.73117 3.92006 -1.87555 -0.001 0.014 -0.003
H 3.96519 0.36374 -1.06848 -0.010 -0.018 0.005
H 4.97013 -1.85796 -1.29868 0.000 -0.011 0.002
H 3.58796 -3.90525 -1.24894 0.013 0.001 0.002
H 1.13821 -3.74511 -0.94949 -0.008 0.014 -0.001

---

(2)
94
Properties=species:S:1:pos:R:3:forces:R:3 method="wB97M-V/def2-TZVPD" relative_energy_ev=0.443 multiplicity=1 e_lumo_ev=-6.55 charge=+2 fmax_ev_per_a=1.0
Ta -0.06823 0.07379 -0.09901 -0.221 -1.015 -0.020
I 2.02812 -1.72411 0.93963 0.166 -0.100 0.013
C 3.86398 -0.80135 1.26841 0.101 0.093 0.158
C 4.36300 -0.99885 2.52569 -0.018 0.008 0.033
C 5.68562 -0.62312 2.82535 0.005 0.011 -0.050
C 6.47178 -0.13325 1.82749 -0.025 -0.007 -0.007
C 5.96545 0.06920 0.51919 0.051 0.007 0.027
C 6.83949 0.51203 -0.49868 -0.021 -0.004 -0.015
C 6.38481 0.69000 -1.77017 0.006 -0.003 0.031
C 5.01693 0.52895 -2.03756 -0.003 -0.004 -0.014
C 4.10894 0.13346 -1.07959 0.041 0.009 -0.016
P 2.35605 0.34167 -1.65632 -0.023 0.114 0.046
C 2.52505 2.01644 -2.34129 0.006 -0.001 -0.046
C 2.64135 3.04412 -1.40469 -0.010 -0.005 0.016
C 2.85699 4.34672 -1.81872 0.004 0.020 -0.033
C 2.95098 4.63608 -3.17498 -0.002 -0.001 0.027
C 2.84592 3.61741 -4.10931 0.002 -0.028 0.001
C 2.63911 2.30763 -3.69559 0.022 0.018 -0.043
C 2.26250 -0.86880 -3.00893 0.071 -0.059 0.049
C 1.40950 -0.69443 -4.09791 -0.053 0.025 0.010
C 1.30837 -1.67386 -5.07231 -0.006 0.004 -0.010
C 2.03748 -2.85030 -4.95874 0.006 0.007 0.012
C 2.87598 -3.03931 -3.87055 -0.001 0.008 -0.002
C 2.99462 -2.05157 -2.90277 -0.009 -0.021 -0.040
C 4.59783 -0.19582 0.21850 -0.096 0.002 -0.036
H 3.75932 -1.46678 3.29195 -0.008 -0.005 -0.012
H 6.07181 -0.76868 3.82399 0.000 -0.004 0.003
H 7.51114 0.10534 2.01300 0.002 0.001 0.007
H 7.87764 0.68807 -0.24791 0.003 0.009 -0.002
H 7.05142 1.00005 -2.56266 0.002 -0.005 -0.003
H 4.67034 0.76802 -3.03435 0.001 -0.010 0.001
H 2.56738 2.82651 -0.34364 0.002 -0.012 -0.006
H 2.95107 5.13704 -1.08620 -0.001 0.002 0.003
H 3.11451 5.65451 -3.50067 0.002 0.002 0.000
H 2.93266 3.83701 -5.16498 0.002 0.000 -0.003
H 2.58456 1.52211 -4.43746 0.003 0.015 0.011
H 0.82264 0.21026 -4.19434 -0.017 0.002 0.022
H 0.65851 -1.51610 -5.92283 -0.001 -0.003 -0.004
H 1.95870 -3.61312 -5.72159 -0.005 -0.001 -0.003
H 3.45439 -3.94901 -3.77979 0.002 -0.002 -0.006
H 3.67766 -2.20378 -2.07651 -0.002 0.017 0.005
S 0.40698 1.29171 1.83939 0.132 0.125 0.427
C -0.88507 2.39771 2.36887 0.054 -0.009 -0.010
C -0.53276 3.49299 3.14601 -0.046 0.007 -0.001
C -1.53181 4.34080 3.60414 -0.005 -0.006 -0.009
C -2.86164 4.09348 3.29296 0.006 0.012 0.010
C -3.20569 2.99474 2.51614 -0.025 0.032 -0.015
C -2.21589 2.13954 2.05544 0.110 -0.018 -0.053
As -2.57657 0.60351 0.95047 0.062 0.255 -0.057
C -4.12941 1.18868 -0.04247 -0.061 -0.003 0.038
C -3.99098 2.21436 -0.97528 -0.014 0.030 0.016
C -5.10756 2.71812 -1.62300 0.009 0.001 -0.004
C -6.36778 2.20922 -1.34123 0.006 -0.004 0.001
C -6.51092 1.20431 -0.39731 0.004 0.001 -0.010
C -5.39669 0.69648 0.25785 0.000 -0.056 -0.034
C -3.28108 -0.69769 2.19457 0.017 0.024 0.047
C -3.26500 -0.43855 3.56119 -0.068 0.015 -0.002
C -3.82808 -1.34964 4.44667 0.041 -0.044 0.016
C -4.39640 -2.52317 3.97314 0.010 -0.006 -0.002
C -4.40225 -2.79063 2.60877 -0.002 0.021 -0.030
C -3.84591 -1.88081 1.72071 0.024 -0.014 0.011
H 0.50490 3.68286 3.38575 0.005 -0.007 0.000
H -1.26755 5.20137 4.20351 0.001 0.000 0.002
H -3.63380 4.76047 3.65138 -0.001 0.001 -0.001
H -4.24417 2.81418 2.26419 0.009 -0.019 -0.011
H -3.02200 2.64522 -1.18112 0.010 0.010 0.007
H -4.99125 3.51739 -2.34299 -0.004 0.001 -0.001
H -7.23760 2.60564 -1.84738 -0.004 0.000 0.001
H -7.49228 0.81706 -0.15844 -0.002 0.000 0.001
H -5.53808 -0.06927 1.00734 0.032 -0.026 0.012
H -2.85320 0.48945 3.93910 0.022 -0.039 -0.002
H -3.83624 -1.13189 5.50667 0.004 -0.005 -0.007
H -4.85436 -3.22008 4.66268 0.008 -0.002 0.000
H -4.87470 -3.69031 2.23415 -0.004 -0.004 0.005
H -3.89416 -2.07709 0.65433 -0.009 0.025 -0.024
S -0.43287 2.25079 -0.94994 -0.123 0.641 -0.289
S -0.72092 2.24056 -3.01586 0.135 0.068 0.110
S -2.02001 0.70520 -3.24576 -0.054 -0.162 0.012
S -1.16139 -0.72257 -2.06317 -0.221 0.179 -0.270
C -0.61176 -3.15481 2.96394 -0.063 0.084 -0.032
N -1.07069 -3.73224 1.70079 -0.027 0.091 -0.055
C -1.51513 -5.12655 1.78331 -0.008 0.001 -0.014
C -1.18238 -3.03494 0.59030 0.130 -0.156 0.102
C -1.79155 -3.68142 -0.61053 -0.056 0.007 -0.024
O -0.75082 -1.83244 0.54417 0.011 -0.107 -0.020
H -1.32774 -3.42492 3.73718 -0.045 0.008 0.035
H -0.56369 -2.07405 2.89268 0.022 0.054 -0.026
H 0.36519 -3.56118 3.22461 0.007 0.007 -0.002
H -1.02240 -5.58442 2.63651 -0.001 0.002 -0.005
H -1.24074 -5.68142 0.89128 -0.008 0.006 -0.005
H -2.59443 -5.17409 1.93266 -0.006 -0.004 0.010
H -2.71727 -4.18341 -0.33220 -0.005 -0.044 -0.039
H -1.11334 -4.43161 -1.02239 0.019 0.004 0.007
H -1.99449 -2.94085 -1.37691 -0.009 -0.060 0.080